C23H29Cl2F4N5O2PS | the ωB97M-V functional and the def2-TZVPD basis

Its total charge is +1.

Structure (XYZ):
```
67
Properties=species:S:1:pos:R:3:forces:R:3
H 2.1051 -5.4418 -0.1462 -0.5 0.3 -0.5
C -2.9171 3.7466 6.7189 0.0 0.0 0.0
H -2.6611 2.4805 8.4783 0.0 0.0 0.0
C 4.1816 3.5202 -0.2987 -0.1 0.0 0.1
N 3.5912 2.0286 -1.8275 0.0 0.0 0.0
H -1.4534 -4.5643 -1.7618 0.3 0.7 -0.3
F -0.2308 0.1554 -2.6164 0.0 -0.9 -0.1
C -0.6382 -1.0084 -3.1947 -0.3 1.0 -0.7
H -5.1491 -4.1945 -3.1531 0.4 0.4 0.7
H -0.3281 3.9095 1.3519 0.0 0.1 0.0
N -4.2325 -5.1448 -0.2222 1.2 0.6 1.4
H 1.8960 6.5015 3.8083 0.0 0.0 -0.1
C -1.8830 -1.7115 0.0750 -0.1 0.1 -0.2
H 1.3587 5.2406 -0.3016 0.0 0.0 0.0
C 1.2727 5.3521 0.7672 -0.1 -0.1 -0.1
H 4.1987 4.1107 0.6031 0.0 0.0 0.0
H 0.0953 -0.8983 -0.2927 -0.1 -0.7 -0.3
H -3.6562 4.4925 6.9602 0.0 0.0 0.0
C -2.2052 -0.8996 -3.4170 -1.2 0.9 0.1
F -2.5306 -0.9659 -4.7272 0.6 -0.3 0.6
C 1.6505 -2.8220 -2.5139 0.7 0.9 0.6
Cl 3.4407 -4.8496 -2.7259 -0.3 0.5 0.5
C 2.3761 -3.8734 -1.5974 -0.3 -1.1 -0.9
C 5.0839 3.6053 -1.3923 0.0 -0.1 -0.1
N -2.3272 3.7167 5.4846 0.1 0.0 0.0
H -2.5678 -1.3706 -0.7246 0.5 -0.2 0.4
F -2.6140 0.3334 -2.9757 0.4 -0.8 -0.1
O -0.1123 -4.3434 -4.7430 0.2 0.6 -0.6
C -1.4256 2.6850 5.4350 0.0 0.0 -0.1
C -2.3946 2.7208 7.4619 -0.1 0.1 0.0
H 0.1017 4.7615 3.6690 0.1 0.0 0.0
C 4.6932 2.6762 -2.3201 0.1 0.0 -0.1
H -2.1168 -3.6387 -3.1268 0.7 0.2 0.2
H 5.9243 4.2737 -1.4869 0.0 0.0 0.0
S -2.6124 -3.1716 0.9185 -0.4 -0.2 -0.4
C 2.0229 6.2262 1.5960 0.0 0.0 0.1
C -4.7422 -4.3157 -2.1427 -0.3 -1.7 1.7
H 5.1020 2.4191 -3.2835 0.0 0.0 0.0
H -0.0758 -5.8392 -3.4314 -0.4 0.6 0.3
C -1.4479 2.0472 6.6474 0.1 0.0 -0.1
O -3.9750 -3.4096 -1.4866 0.7 1.7 -0.6
Cl 2.5206 -1.2285 -2.2600 -0.5 -0.6 -0.1
H 0.1133 -2.5309 0.4067 -0.1 0.1 -0.7
H 3.0903 -3.3786 -0.9103 -0.8 -0.2 -0.4
C -0.3700 -4.7851 -3.6743 -0.4 -0.4 0.6
N 0.6042 5.0927 2.8641 0.0 0.0 0.0
C -3.6547 -3.9723 -0.2874 -1.0 -0.9 -1.2
H 1.0504 -5.6929 -1.5463 0.3 0.6 0.1
C 1.5899 6.0411 2.8835 0.0 0.0 0.0
H 0.6254 -4.4742 -0.2966 0.5 -0.1 -0.3
H 1.7378 -3.0207 -3.6009 -0.2 -0.1 0.7
F -0.0420 -1.1039 -4.4088 -0.1 -0.3 0.9
N -4.9126 -5.3641 -1.3732 -0.2 0.9 -1.5
C 3.2708 2.5424 -0.5972 0.0 -0.1 0.1
P -0.1271 -2.4755 -2.0960 -0.2 -0.3 0.0
C 1.4622 -4.9086 -0.8834 0.4 -0.2 0.7
C -1.1707 -3.9117 -2.6220 0.4 -1.2 0.1
H -1.8823 -0.9015 0.8385 -0.1 -0.7 -0.4
H -2.5247 4.3531 4.7327 0.0 0.0 0.1
C -0.3837 -1.9067 -0.3601 -0.4 0.8 0.3
H -2.8160 -1.6381 -2.8601 0.5 0.2 -0.3
H 2.4255 2.1667 -0.0436 0.0 0.1 0.0
H -0.8496 2.4951 4.5431 0.0 0.0 0.0
H 2.7934 6.9124 1.2833 0.0 0.0 0.0
C 0.4084 4.6640 1.5775 -0.1 0.0 0.0
H 3.0938 1.2929 -2.2950 0.0 0.2 -0.1
H -0.8505 1.1922 6.9208 0.0 0.0 0.0
```
Positions in Å, forces in eV/Å.

Mulliken population analysis, charges in e, atoms 1 to 4: 0.442 -0.485 0.391 -0.444

C23H29N3O3 | the ωB97M-V functional and the def2-TZVPD basis

The energy above the lowest of the compared OMol25 structures with the same formula, charge and spin comes out at 47.5 kcal per mole. Its SMILES is COc1cccc(CNC(=O)C[C@H]2C(=O)NCCN2CCCc2ccccc2)c1.

Structure (XYZ):
```
58
Properties=species:S:1:pos:R:3:forces:R:3
H -3.5835 0.6544 1.9930 0.0 0.1 -0.1
N -2.0200 0.6134 0.6169 -0.4 -0.3 0.2
C 3.4288 0.4313 -1.9438 0.1 0.0 -0.1
C -6.2702 0.1604 -1.9341 -0.2 -0.2 0.2
C 4.3119 0.8370 -0.9528 0.1 0.1 -0.2
H 3.3080 -2.0686 -0.1466 0.0 0.0 0.2
H 0.3288 0.1016 1.8729 0.1 -0.1 -0.1
C 4.1157 2.1287 -0.2109 0.1 -0.1 0.3
C 0.2216 0.6830 -0.2183 -0.1 0.2 0.1
N 1.4222 -2.5351 0.6353 0.1 -0.4 0.0
H 3.2615 2.6678 -0.6230 0.0 0.1 -0.1
C -3.3212 1.0944 1.0255 0.0 0.2 0.0
H 2.5811 1.0521 -2.1915 -0.1 0.1 0.0
H 2.5347 -1.2035 2.6888 0.1 0.0 0.0
C -1.0289 1.4316 0.2312 0.4 -0.4 -0.2
H -8.6147 -2.2660 0.7850 0.1 0.0 0.1
H -3.4075 1.9106 -1.5308 0.1 0.1 0.0
C 5.6178 -1.1504 -1.3639 0.1 -0.1 0.0
H 3.3015 -3.1027 1.3052 0.0 0.1 0.0
C 5.4152 0.0352 -0.6813 -0.1 0.1 0.0
H 6.1337 0.3485 0.0636 0.1 0.0 0.1
H -5.1001 1.3606 -3.2501 0.0 0.0 -0.1
C -4.2460 1.2749 -1.2906 0.1 0.0 0.1
C -5.4476 -0.0482 0.3153 -0.2 -0.1 0.1
H -1.8749 -0.3908 0.5401 0.1 0.1 0.0
H 4.0031 -0.7464 1.7867 0.0 0.0 0.0
H 4.8764 -2.4783 -2.8734 0.0 -0.1 0.0
N 2.2638 0.0857 1.0219 -0.1 -0.2 0.1
C -4.3718 0.7686 -0.0054 0.0 0.1 -0.1
C -6.4054 -0.3536 -0.6446 0.0 0.1 -0.2
C 0.8333 -0.1647 0.9209 -0.1 0.1 0.0
H 5.0045 2.7502 -0.3549 -0.1 0.0 -0.1
H -6.8701 -2.3518 1.1310 0.0 0.0 0.0
H 1.7745 2.0818 1.3104 0.0 0.0 0.0
O -1.0905 2.6463 0.2552 0.0 0.5 -0.1
C 3.9084 1.9358 1.2959 -0.3 0.0 -0.1
C 2.9493 -1.0025 1.6825 0.1 -0.3 -0.2
H -7.8100 -0.9085 1.6094 0.0 0.0 0.0
H 0.9564 1.4103 -0.5565 -0.1 0.0 0.0
H -3.2285 2.1799 1.1365 -0.1 -0.2 0.1
C -5.1960 0.9667 -2.2493 0.0 0.0 0.0
C 2.5317 1.3727 1.6477 0.2 0.1 0.1
H -5.5262 -0.4354 1.3197 0.0 -0.1 0.1
C 3.6261 -0.7545 -2.6291 -0.1 0.0 -0.1
H 3.9975 2.9052 1.7909 0.1 0.0 0.1
H 4.6950 1.2930 1.6931 0.1 0.0 0.1
C -7.6940 -1.6879 0.8489 0.0 -0.1 0.2
O -7.5005 -1.1379 -0.4303 0.1 0.1 -0.3
C 0.4498 -1.6181 0.6702 0.1 -0.1 0.2
O -0.7222 -1.9312 0.5120 -0.4 0.0 -0.1
C 2.8234 -2.2484 0.8194 0.4 0.3 0.1
H 1.1403 -3.4795 0.4125 -0.1 0.2 0.0
H 2.9265 -1.0553 -3.3956 -0.1 0.0 -0.1
H -7.0213 -0.0883 -2.6669 -0.1 0.0 -0.1
H 2.4454 1.2975 2.7471 -0.1 0.0 -0.1
H -0.0380 0.0406 -1.0617 0.0 0.0 0.0
H 6.4821 -1.7598 -1.1411 0.1 0.0 0.0
C 4.7192 -1.5530 -2.3384 0.1 -0.1 0.0
```
Positions in Å, forces in eV/Å.

Mulliken population analysis, charges in e, atoms 1 to 4: 0.398 0.052 -0.191 -0.572

C23H29N3O5 | the ωB97M-V functional and the def2-TZVPD basis

The energy above the lowest of the compared OMol25 structures with the same formula, charge and spin comes out at 29.4 kcal per mole. Its SMILES is CCOc1cc(N2CCOCC2)c(OCC)cc1NC(=O)c1ccc(NC(C)=O)cc1.

Structure (XYZ):
```
60
Properties=species:S:1:pos:R:3:forces:R:3
H 5.1781 -0.8644 -0.1708 0.1 0.0 0.1
O 6.6246 -1.7229 2.7314 0.1 0.1 0.1
H 2.3078 0.4467 2.7583 0.0 0.0 0.1
H -7.5606 1.2011 -2.3129 0.1 0.2 -0.1
H -0.6255 0.2216 5.0628 0.0 0.0 0.1
N -0.8800 0.3241 -0.5033 0.2 0.2 -0.3
C -5.5699 1.3944 -1.9527 0.4 0.0 0.1
C 1.2756 -0.7464 -0.7250 0.0 0.0 0.0
H 3.1702 -1.6075 -4.2524 0.0 0.0 -0.1
C -4.4696 -0.0525 -0.3769 0.1 0.0 0.0
H 5.1116 -3.0571 3.1455 0.0 0.1 0.1
C 3.3731 -1.2270 -3.2550 -0.1 -0.2 0.4
C 4.3010 -1.0621 3.0314 0.3 -0.3 0.1
H 0.3439 -0.6618 3.8723 0.0 -0.1 0.1
H 2.7317 -0.3701 -3.0650 0.0 0.1 0.0
H 7.3878 -1.4901 0.8865 -0.1 0.0 0.0
C -6.9716 2.6932 -3.5600 -0.5 -0.1 -0.1
H 3.8314 -3.1518 -2.3967 -0.2 0.1 0.0
H 4.4077 -0.8960 -3.2084 0.1 0.0 0.0
H -4.4943 -0.8640 0.3344 0.0 -0.1 0.1
C -3.2253 1.6598 -1.5004 0.0 -0.3 0.2
H -8.7312 1.7869 -4.4006 -0.1 -0.1 0.0
C -8.4234 2.7472 -3.9917 0.1 0.2 -0.1
N 4.1066 -1.1215 1.5990 0.1 -0.2 0.1
H 4.5822 -0.0500 3.3688 -0.1 0.0 0.0
C 2.8920 -0.6940 1.0600 -0.2 0.0 -0.3
H -6.5451 -0.1765 -0.8607 -0.1 -0.1 0.0
H 0.9473 -1.0715 -1.7001 0.0 -0.1 -0.1
C -5.6107 0.3366 -1.0434 0.0 0.1 -0.1
H -0.9138 0.5667 -1.4818 -0.1 0.0 0.2
N -6.7568 1.7433 -2.5999 -0.2 -0.3 0.3
H 2.1129 -2.7230 -2.3039 0.1 0.0 0.1
H 5.6485 -1.9775 4.4685 -0.1 0.0 0.0
H -8.5396 3.5127 -4.7530 0.0 0.0 0.0
H 6.1489 -2.7756 1.0234 0.0 0.1 0.0
H -2.3108 2.2129 -1.6591 0.1 0.1 0.0
H -1.3503 -0.3165 3.5308 -0.1 -0.1 0.0
C -0.4499 0.0702 4.0012 0.0 0.2 -0.3
H 0.8866 1.7637 3.7003 -0.1 0.0 -0.1
H -4.3347 2.8914 -2.8531 0.0 0.0 0.0
C 0.7565 0.4603 1.2987 -0.1 -0.1 -0.4
C 3.1329 -2.3276 -2.2236 0.0 0.0 -0.4
H 3.3855 -1.3727 3.5366 0.0 0.0 0.0
O -0.0989 1.3120 1.9279 0.2 0.0 -0.4
C 5.4268 -2.0340 3.4011 -0.3 0.1 0.2
H -9.0594 2.9885 -3.1423 -0.1 0.0 0.1
O -2.1496 -0.4162 1.2323 0.0 -0.1 0.0
C 5.3342 -0.7858 0.9019 0.4 -0.1 0.0
C 0.3851 0.0098 0.0297 0.2 0.0 0.5
C -2.0607 0.1239 0.1486 -0.1 -0.1 -0.1
H 5.6481 0.2425 1.1499 0.0 0.0 0.0
O -6.1153 3.4099 -4.0209 0.2 0.2 -0.1
C -4.3665 2.0616 -2.1674 -0.1 0.2 -0.2
H -0.8422 2.1471 3.5630 0.2 -0.1 0.0
C 6.4301 -1.7590 1.3354 -0.1 0.2 -0.3
C 2.0033 0.0890 1.7892 0.0 0.1 0.0
C -0.0832 1.3930 3.3388 -0.1 -0.1 0.5
C -3.2569 0.5922 -0.6082 -0.2 0.1 0.0
O 3.4090 -1.9122 -0.9042 -0.1 0.1 0.4
C 2.5148 -1.1149 -0.2345 0.1 0.1 0.0
```
Positions in Å, forces in eV/Å.

Mulliken population analysis, charges in e, atoms 1 to 4: 0.228 -0.391 0.543 0.186

| no. | HOMO energy (eV) | energy (a.u.) | LUMO (eV) |
| --- | --- | --- | --- |
| 1 | -9.93 | -3377.08575 | -3.69 |
| 2 | -8.23 | -1283.86023 | 0.72 |
| 3 | -7.30 | -1434.31393 | 0.63 |